{
  "formula": "C3H5NO2",
  "method": "wB97M-V/def2-TZVPD",
  "elements": ["O", "O", "N", "C", "C", "C", "H", "H", "H", "H", "H"],
  "xyz": [[1.50924, 0.20997, -1.80930], [-1.13065, 0.47180, -1.00851], [2.53013, 0.80043, 0.10121], [-1.42410, -0.90236, 0.86421], [-1.74719, 0.21078, 0.21274], [2.07818, 0.31352, -0.86443], [-0.21963, 0.08865, -0.86908], [3.38067, 0.47472, 0.56225], [-2.44935, 1.01323, 0.58293], [-1.88401, -1.20070, 1.77953], [-0.64330, -1.48004, 0.44846]],
  "energy_ev": -8775.399,
  "fmax_ev_per_a": 7.7,
  "lumo_energy_ev": 0.5,
  "homo_lumo_gap_ev": 9.6,
  "total_charge": 0,
  "smiles": "N=C=O.C=CO"
}

=====

{
  "formula": "C3H5NO2",
  "method": "wB97M-V/def2-TZVPD",
  "elements": ["O", "O", "N", "C", "C", "C", "H", "H", "H", "H", "H"],
  "xyz": [[0.16212, -1.16951, -0.88042], [-0.29415, 1.24922, -0.23431], [1.57465, 0.81781, 1.00021], [-1.18777, 0.34769, -0.11678], [-0.83307, -1.09559, 0.01808], [1.07418, 0.79658, -0.14400], [-0.61020, -1.34459, 1.08197], [-1.74926, -1.66414, -0.24794], [-2.19190, 0.73944, -0.29534], [1.49204, 0.71276, -1.14312], [2.56336, 0.61033, 0.96164]],
  "energy_ev": -8773.050,
  "fmax_ev_per_a": 0.6,
  "lumo_energy_ev": [-0.7, -0.7],
  "homo_lumo_gap_ev": [7.9, 7.9],
  "total_charge": 0
}